Below is one molecule with the formula C24H31N3O6S, with properties calculated with ωB97M-V/def2-TZVPD.

Structure (XYZ):
```
65
Properties=species:S:1:pos:R:3:forces:R:3:nbo_charge:R:1
S 0.8101 -2.7712 -0.1973 0.635 -0.630 -0.053 2.3039
O -1.6291 -2.1070 1.2234 -0.105 0.037 0.210 -0.6626
O 1.9595 -3.4295 -0.7395 -0.174 -0.239 -0.014 -0.9156
O -1.0115 4.5476 -1.9972 -0.036 -0.359 -0.045 -0.5067
O 1.0779 2.7038 2.5805 0.106 0.239 0.306 -0.6438
O 3.8522 1.6925 -1.3992 -0.197 0.108 -0.040 -0.5303
O 0.7502 -1.3370 -0.3500 -0.349 -0.088 -0.043 -0.9884
N 0.8119 -3.1009 1.4679 -0.012 0.009 -0.813 -0.8158
N -1.1490 -0.1077 2.1575 -0.186 0.156 0.023 -0.4299
N 0.9851 1.2402 0.8615 0.278 -0.291 -0.335 -0.6436
C -4.0741 -5.4148 -2.5913 0.021 -0.030 -0.013 -0.6303
C -2.3951 0.4879 1.6805 -0.187 -0.076 -0.146 -0.2336
C -1.3989 2.3045 -1.4759 0.021 0.096 -0.057 -0.2958
C 1.9103 1.9469 0.0085 0.363 0.092 -0.265 -0.2485
C -0.8412 -4.8915 -0.7049 0.057 -0.100 -0.015 -0.1307
C -0.8610 -1.3782 1.8346 -0.171 -0.165 0.383 0.6856
C 0.6595 1.6770 2.0813 -0.328 -0.290 0.165 0.6728
C -0.6395 -3.5388 -0.8988 0.396 0.259 0.163 -0.3285
C 3.0499 1.0156 -0.4412 -0.445 -0.115 0.309 0.0964
C 5.1710 1.8490 -0.9067 0.377 0.002 0.064 -0.0628
C -1.7650 3.9443 0.2426 0.146 0.334 -0.266 -0.3234
C 3.9725 0.6319 0.7232 -0.015 0.039 -0.209 -0.4375
C -0.9166 5.9008 -1.6220 0.011 0.233 0.066 -0.2543
C -1.9586 -5.4907 -1.2557 0.048 0.112 0.056 -0.2273
C -2.1087 1.6036 0.7139 -0.260 0.134 0.164 -0.0994
C -0.2825 0.7699 2.9015 0.329 0.267 0.100 -0.3129
C -2.8711 -4.7472 -2.0004 0.043 0.051 0.027 0.0093
C 0.4985 -1.9379 2.2653 -0.079 0.227 -0.132 -0.3374
C 5.0933 1.6630 0.6065 -0.106 0.026 -0.234 -0.4335
C -1.5170 -2.7855 -1.6478 0.073 0.142 -0.002 -0.1636
C -2.6345 -3.3917 -2.1948 0.111 -0.089 0.024 -0.2009
C -1.3925 3.6390 -1.0611 -0.050 -0.097 0.112 0.3816
C -2.1167 2.9289 1.1157 -0.089 -0.342 -0.099 -0.1761
C -1.7492 1.3052 -0.5971 -0.094 0.210 -0.016 -0.1283
H -2.9572 -0.3142 1.1974 0.018 0.156 0.142 0.2504
H -1.1125 2.0823 -2.4916 0.041 -0.031 -0.142 0.2265
H 0.6434 0.3610 0.4889 -0.147 0.193 0.287 0.4379
H -2.1297 -6.5471 -1.1081 0.001 -0.107 0.025 0.2152
H -3.3297 -2.8052 -2.7771 -0.064 0.055 -0.056 0.2152
H 0.3372 0.1997 3.5976 -0.041 0.088 -0.018 0.2287
H 0.4783 -2.2259 3.3203 0.059 0.061 -0.092 0.2356
H 2.6017 0.1321 -0.9124 0.154 0.123 0.051 0.1962
H -1.8915 6.3077 -1.3341 0.043 -0.023 0.005 0.1746
H -1.7323 0.2743 -0.9157 0.015 -0.159 -0.066 0.2046
H 1.2981 -1.2179 2.0948 -0.081 0.087 0.283 0.2343
H 5.5312 2.8360 -1.2069 0.023 -0.086 0.018 0.1850
H -0.9036 1.4417 3.5020 0.147 -0.081 -0.040 0.2331
H 2.3019 2.7968 0.5719 -0.025 -0.050 -0.109 0.2268
H -2.9580 0.8575 2.5440 0.019 -0.038 -0.069 0.1993
H 4.8003 2.5955 1.0895 0.037 0.034 0.030 0.2062
H -2.3979 3.1860 2.1268 -0.014 0.007 0.133 0.2116
H 6.0350 1.3233 1.0311 0.040 0.028 0.049 0.2167
H -1.7751 4.9627 0.5959 0.024 0.115 -0.007 0.2227
H 5.8198 1.0835 -1.3565 -0.018 0.098 0.035 0.1603
H -4.7515 -4.6857 -3.0268 -0.080 0.008 -0.040 0.2178
H 0.1672 -3.8585 1.6463 -0.102 -0.151 0.019 0.4007
H -3.7693 -6.1126 -3.3707 -0.050 -0.051 -0.068 0.2252
H 3.4541 0.6811 1.6787 -0.029 -0.061 0.064 0.2169
H 1.3918 2.3171 -0.8811 0.052 0.056 0.051 0.2054
H -0.2063 6.0394 -0.8011 -0.033 -0.007 -0.017 0.1809
H -4.6081 -5.9808 -1.8304 -0.086 -0.041 0.011 0.2228
H 4.3592 -0.3772 0.5797 0.013 -0.041 0.040 0.2127
H -1.3116 -1.7374 -1.7908 -0.069 0.139 -0.026 0.2323
H -0.1200 -5.4628 -0.1404 0.050 -0.186 0.043 0.2151
H -0.5550 6.4260 -2.5046 -0.030 0.006 0.092 0.2016
```
Positions in Å, forces in eV/Å.

* E_LUMO: 0.52 eV
* HOMO energy: -8.46 eV
* frontier orbital gap: 8.99 eV
* total energy: -1947.04954 a.u.
* spin multiplicity: 1
* energy relative to the best compared isomer or geometry (same formula, charge and spin): 52.5 kcal per mole
* structure (SMILES): COc1ccc(CN(CC(=O)NC[C@@H]2CCCO2)C(=O)CNS(=O)(=O)c2ccc(C)cc2)cc1

Below is one molecule with the formula C24H31N5O7 at a distorted geometry, with properties calculated with ωB97M-V/def2-TZVPD.

Structure (XYZ):
```
67
Properties=species:S:1:pos:R:3:forces:R:3:nbo_charge:R:1
O 2.7136 1.1044 1.5555 0.140 -0.139 -0.209 -0.5392
O 3.9382 -5.0692 0.6422 0.072 -0.261 0.273 -0.6296
O 7.2447 2.2858 -1.4038 -0.169 -0.236 -0.080 -0.4876
O -6.6336 2.9607 -1.0766 0.042 0.148 -0.087 -0.5202
O -0.7262 0.5286 3.0610 -0.114 0.033 0.134 -0.4120
O 3.6685 -0.9948 -1.8667 0.059 0.192 -0.270 -0.6683
O -2.8399 0.2742 2.8028 0.015 0.064 0.124 -0.4319
N -1.6767 0.0174 2.4887 -0.082 0.618 0.640 0.5221
N -5.8397 0.2435 -0.8013 -0.047 0.022 -0.073 -0.4515
N -3.7588 -1.3295 0.9869 -0.353 0.330 0.545 -0.5733
N 2.6184 -1.1324 0.1123 -0.097 -0.111 0.155 -0.6092
N 4.0621 -3.7008 -1.1335 0.296 0.120 -0.460 -0.8358
C 5.7801 2.8430 0.4701 0.256 -0.029 -0.288 -0.2655
C 2.1409 -3.5316 0.3921 0.203 0.035 -0.185 -0.4959
C -5.8169 2.5437 -0.0087 0.345 -0.142 0.135 -0.0727
C -0.0781 -1.1082 1.1142 -0.034 -0.046 -0.106 -0.1623
C 8.0783 3.3783 -1.1030 0.114 0.148 0.043 -0.2522
C 3.8462 1.4362 0.8634 0.201 0.107 -0.100 0.3737
C 3.4761 -0.5451 -0.7409 -0.159 -0.217 0.090 0.6877
C -2.0474 -2.3121 -0.3972 -0.077 -0.043 -0.052 -0.3096
C -0.7253 -2.5105 -0.6886 0.008 0.178 0.249 -0.0675
C 0.2947 -1.9114 0.0669 -0.082 0.135 -0.047 -0.0926
C -7.4709 1.9084 -1.4882 -0.088 -0.319 -0.260 -0.0728
C -2.4622 -1.4934 0.6778 0.209 0.195 0.370 0.2268
C -4.8771 -1.7963 0.2127 0.019 -0.115 -0.633 -0.2260
C 6.1526 2.0701 -0.6215 -0.197 -0.038 0.164 0.2717
C 5.3566 0.9804 -0.9600 0.036 0.086 0.074 -0.1722
C 2.2428 1.9754 2.5653 -0.131 0.114 0.260 -0.2618
C -6.6594 0.6860 -1.9184 -0.167 0.282 0.097 -0.2467
C 1.7375 -2.2089 -0.2767 -0.032 -0.398 -0.031 -0.0703
C 3.4795 -4.1533 -0.0096 -0.360 0.088 0.129 0.6722
C -1.4256 -0.8737 1.4271 0.347 -0.829 -1.020 -0.0119
C 4.6403 2.5262 1.1915 -0.328 -0.136 0.193 -0.2922
C 4.2198 0.6426 -0.2402 0.219 0.385 0.085 -0.2022
C -5.1277 -0.9895 -1.0767 -0.083 -0.203 0.368 -0.2254
C -4.9663 1.3322 -0.3903 -0.204 0.335 0.139 -0.2581
H 0.6509 -0.6111 1.7335 0.027 0.040 -0.003 0.2371
H 3.8333 -2.8182 -1.5801 -0.062 -0.024 0.066 0.4233
H 2.9341 2.0134 3.4119 0.012 0.022 -0.051 0.1774
H -5.7546 -1.6002 -1.7303 0.041 0.009 -0.033 0.2040
H -5.7659 -1.7173 0.8393 0.049 -0.074 -0.057 0.2257
H 2.1607 -3.4022 1.4767 -0.031 -0.044 -0.019 0.2320
H 5.6248 0.3759 -1.8120 0.001 -0.065 -0.080 0.2500
H -6.0420 0.9541 -2.7938 -0.048 -0.030 -0.002 0.1691
H 7.5396 4.3287 -1.1772 0.012 -0.032 0.016 0.1747
H -2.7958 -2.7939 -1.0037 -0.090 -0.028 -0.066 0.2207
H -7.3422 -0.1184 -2.1999 0.010 0.019 -0.041 0.2024
H -8.1417 1.6201 -0.6648 0.016 0.011 -0.083 0.1655
H 1.8170 -2.3054 -1.3657 -0.022 0.038 0.202 0.2366
H -4.7309 -2.8491 -0.0467 -0.060 -0.004 0.062 0.1951
H -4.2737 1.6143 -1.2041 0.002 -0.029 0.058 0.1697
H 4.9560 -4.1055 -1.3639 -0.045 -0.046 0.075 0.3988
H -3.9456 -0.7044 1.7663 0.162 -0.294 -0.291 0.4381
H 1.2907 1.5609 2.8955 0.145 0.087 -0.033 0.2269
H -4.1700 -0.8080 -1.5916 -0.064 -0.033 -0.059 0.1776
H 6.3599 3.6989 0.7769 0.074 0.070 0.000 0.2219
H -0.4580 -3.1426 -1.5228 0.005 -0.092 -0.124 0.2103
H -5.1813 3.3934 0.2445 -0.020 -0.075 0.050 0.1967
H -6.4412 2.2820 0.8586 0.063 0.037 -0.029 0.1658
H 8.8717 3.3567 -1.8482 -0.034 0.048 0.079 0.2032
H -4.3830 1.0278 0.4775 0.063 0.070 -0.049 0.2099
H 2.0808 2.9833 2.1751 0.039 -0.026 -0.019 0.1813
H -8.0611 2.2911 -2.3225 -0.015 -0.073 0.057 0.1946
H 2.5269 -0.7527 1.0404 0.048 0.136 -0.086 0.4230
H 8.5186 3.2864 -0.1047 -0.027 0.009 -0.027 0.1749
H 4.3823 3.1521 2.0305 -0.057 0.030 0.069 0.2213
H 1.3806 -4.2869 0.1768 0.027 -0.011 0.051 0.2349
```
Positions in Å, forces in eV/Å.

* E_LUMO: -0.77 eV
* HOMO energy: -8.35 eV
* frontier orbital gap: 7.58 eV
* total energy: -1733.53518 a.u.
* spin multiplicity: 1
* energy relative to the best compared isomer or geometry (same formula, charge and spin): 0.0 kcal per mole
* structure (SMILES): COc1ccc(OC)c(C(=O)N[C@@H](CC(N)=O)c2ccc(NCCN3CCOCC3)c([N+](=O)[O-])c2)c1